Molecular formula: C6H10
Method: DFT, the ωB97M-V functional and the def2-TZVPD basis

As for the total energy: -234.53211 Ha. The energy relative to the best compared isomer or geometry (same formula, charge and spin) comes out at 44.18 kcal per mole. Its SMILES is C1=C[C@H]2C[C@H]2C1.[H][H]. The value obtained for the HOMO-LUMO gap is 10.13 eV. The net charge is 0. The LUMO energy is 1.30 eV.

Each line ends with the Mulliken charge.
Atoms and positions in Å:
C  0.89  -0.13  -1.15  -0.46
C  -0.22  -0.87  -1.08  -0.57
C  -1.28  -0.19  -0.27  0.00
C  -0.96  0.08  1.18  -0.67
C  -0.68  1.13  0.15  -0.19
C  0.73  1.19  -0.43  -0.59
H  1.81  -0.43  -1.64  0.38
H  -0.35  -1.86  -1.52  0.41
H  -2.33  -0.29  -0.56  0.39
H  -1.80  0.25  1.84  0.28
H  -0.12  -0.45  1.63  0.04
H  -1.28  2.03  0.16  0.37
H  0.85  2.04  -1.12  0.34
H  1.49  1.32  0.35  0.25
H  1.66  -2.03  1.59  0.23
H  1.59  -1.80  0.88  -0.22